(1)
C36H99N17O16 | ωB97M-V/def2-TZVPD

Results
energy relative to the best compared isomer or geometry (same formula, charge and spin)	10.7	kcal per mole
structure (SMILES)	COCCNCCOC.COCCNCCOC.COCCNCCOC.COCCNCCOC.COCCNCCOC.NC(N)=O.NC(N)=O.NC(N)=O.NC(N)=O.NC(N)=O.NC(N)=O
E_HOMO	-8.06	eV
DFT total energy	-97027.9190	eV
orbital gap	0.3055	hartree
maximum force	4.8	eV Å⁻¹
E_LUMO	0.25	eV

Atoms and positions in Å:
1 C 1.647 -0.041 -4.934
2 O 0.342 0.375 -5.120
3 C 0.292 1.302 -6.189
4 C -1.040 1.641 -6.663
5 N -1.685 0.569 -7.477
6 C -3.192 0.583 -7.502
7 C -3.686 -0.289 -8.571
8 O -3.556 -1.654 -8.228
9 C -3.837 -2.484 -9.304
10 H 2.323 0.832 -5.105
11 H 1.860 -0.832 -5.646
12 H 1.678 -0.326 -3.890
13 H 0.859 0.925 -7.042
14 H 0.783 2.253 -5.893
15 H -1.032 2.577 -7.195
16 H -1.649 1.924 -5.798
17 H -1.378 -0.291 -7.025
18 H -3.550 1.595 -7.746
19 H -3.714 0.261 -6.532
20 H -3.226 -0.165 -9.521
21 H -4.762 -0.005 -8.652
22 H -3.464 -3.476 -9.126
23 H -3.156 -2.209 -10.159
24 H -4.932 -2.443 -9.610
25 C 4.434 0.224 3.345
26 O 3.021 0.063 3.135
27 C 2.305 0.693 4.138
28 C 0.861 0.624 3.817
29 N 0.146 1.858 4.394
30 C -0.087 1.729 5.819
31 C -0.809 2.974 6.388
32 O -0.953 2.958 7.754
33 C -2.018 2.327 8.430
34 H 4.591 1.254 3.397
35 H 4.955 -0.247 2.503
36 H 4.708 -0.312 4.250
37 H 2.649 1.767 4.224
38 H 2.441 0.228 5.100
39 H 0.423 -0.348 4.043
40 H 0.817 0.651 2.751
41 H -0.723 1.938 3.948
42 H 0.872 1.509 6.302
43 H -0.624 0.749 6.040
44 H -1.767 3.022 5.791
45 H -0.267 3.863 6.039
46 H -2.131 2.867 9.333
47 H -1.795 1.303 8.736
48 H -2.919 2.405 7.879
49 C 0.794 -2.654 -2.399
50 O 0.192 -3.657 -1.523
51 C -1.272 -3.762 -1.590
52 C -1.845 -4.899 -0.809
53 N -1.340 -6.234 -1.167
54 C -1.798 -6.694 -2.451
55 C -0.855 -7.805 -3.005
56 O -0.989 -8.999 -2.280
57 C -2.139 -9.766 -2.695
58 H 1.766 -3.105 -2.627
59 H 0.814 -1.726 -1.849
60 H 0.116 -2.613 -3.297
61 H -1.472 -3.750 -2.713
62 H -1.701 -2.803 -1.212
63 H -2.932 -4.916 -0.835
64 H -1.604 -4.702 0.243
65 H -0.332 -6.275 -1.037
66 H -1.873 -5.919 -3.242
67 H -2.820 -7.109 -2.406
68 H 0.150 -7.342 -2.905
69 H -0.941 -7.957 -4.115
70 H -2.258 -10.665 -2.038
71 H -2.063 -9.937 -3.764
72 H -3.066 -9.241 -2.482
73 C -5.543 -1.014 4.617
74 O -5.477 -1.964 3.497
75 C -5.241 -3.268 3.908
76 C -4.654 -4.092 2.803
77 N -3.448 -3.649 2.299
78 C -2.389 -3.372 3.234
79 C -1.093 -3.020 2.594
80 O -1.327 -1.911 1.741
81 C -0.141 -1.446 1.049
82 H -5.974 -0.060 4.330
83 H -4.538 -0.889 4.983
84 H -6.097 -1.481 5.431
85 H -6.184 -3.643 4.326
86 H -4.551 -3.272 4.789
87 H -5.341 -4.158 1.974
88 H -4.620 -5.130 3.146
89 H -3.422 -2.909 1.562
90 H -2.196 -4.255 3.791
91 H -2.683 -2.558 3.925
92 H -0.773 -3.895 1.945
93 H -0.289 -2.826 3.284
94 H 0.110 -2.117 0.239
95 H 0.740 -1.552 1.715
96 H -0.335 -0.432 0.703
97 C 4.832 2.702 1.212
98 O 4.468 3.285 2.456
99 C 3.116 3.750 2.517
100 C 2.908 4.556 3.778
101 N 1.513 4.914 3.632
102 C 1.159 6.029 4.486
103 C -0.209 6.580 4.258
104 O -0.410 7.685 5.107
105 C -1.782 8.044 5.142
106 H 4.502 3.308 0.357
107 H 4.305 1.741 1.056
108 H 5.912 2.564 1.243
109 H 2.362 3.001 2.421
110 H 2.919 4.475 1.693
111 H 3.523 5.442 3.724
112 H 3.120 4.057 4.687
113 H 0.877 4.121 3.961
114 H 1.839 6.929 4.300
115 H 1.282 5.856 5.608
116 H -0.939 5.770 4.440
117 H -0.277 6.785 3.148
118 H -2.299 7.299 5.787
119 H -2.186 7.963 4.118
120 H -1.936 9.101 5.433
121 N -1.065 1.655 -2.041
122 C -1.696 0.478 -1.974
123 N -1.921 -0.105 -3.237
124 O -2.223 0.127 -0.929
125 H -1.082 2.284 -1.208
126 H -0.687 2.037 -2.884
127 H -2.186 -1.037 -3.062
128 H -1.130 0.048 -3.888
129 N 6.208 -3.259 -0.142
130 C 5.910 -2.260 -0.901
131 N 6.178 -2.408 -2.201
132 O 5.298 -1.232 -0.454
133 H 5.830 -3.248 0.761
134 H 6.795 -4.002 -0.399
135 H 5.792 -1.746 -2.906
136 H 6.134 -3.327 -2.595
137 N 1.149 5.819 -2.397
138 C 1.162 4.503 -1.999
139 N 1.057 4.263 -0.677
140 O 1.182 3.614 -2.860
141 H 0.949 6.471 -1.664
142 H 1.072 6.092 -3.373
143 H 1.073 3.283 -0.346
144 H 1.204 4.897 0.087
145 N -1.488 1.474 1.635
146 C -2.529 1.234 2.509
147 N -3.545 0.600 1.877
148 O -2.464 1.566 3.692
149 H -1.573 1.085 0.691
150 H -0.562 1.626 1.988
151 H -4.276 0.238 2.429
152 H -3.292 0.140 1.025
153 N 4.587 1.690 -4.250
154 C 4.964 0.569 -3.577
155 N 5.626 0.902 -2.482
156 O 4.616 -0.548 -3.952
157 H 5.222 2.477 -4.120
158 H 4.621 1.407 -5.229
159 H 5.537 1.849 -2.216
160 H 5.746 0.299 -1.661
161 N 1.942 1.033 -1.811
162 C 1.923 0.923 -0.447
163 N 2.719 -0.072 0.101
164 O 1.230 1.685 0.281
165 H 1.421 1.762 -2.296
166 H 2.550 0.467 -2.381
167 H 3.399 -0.556 -0.494
168 H 2.899 -0.038 1.100

---

(2)
C36H99N9O13SV | ωB97M-V/def2-TZVPD

Results
E_HOMO (spin up / spin down)	-10.57 / -10.58	eV
charge	+1
DFT total energy	-115480.8856	eV
orbital gap (spin up / spin down)	0.3260 / 0.3273	hartree
spin multiplicity	3
maximum force	5.9	eV Å⁻¹
E_LUMO (spin up / spin down)	-1.70 / -1.67	eV

Atoms and positions in Å:
1 V -0.110 -0.651 -0.518
2 S 0.626 1.356 1.197
3 O 1.325 0.630 0.107
4 O -0.558 0.544 1.011
5 O 1.234 1.221 2.526
6 O 0.359 2.726 0.769
7 C 1.004 -3.980 2.324
8 C 0.236 -3.580 1.093
9 C -1.153 -4.249 0.970
10 O -1.777 -3.882 -0.224
11 C -3.029 -4.576 -0.488
12 N 0.038 -2.136 1.264
13 H 0.504 -3.641 3.231
14 H 2.029 -3.613 2.378
15 H 1.127 -5.063 2.284
16 H 0.858 -3.883 0.250
17 H -1.805 -3.902 1.772
18 H -0.988 -5.326 1.005
19 H -3.759 -4.383 0.299
20 H -2.840 -5.642 -0.361
21 H -3.441 -4.235 -1.438
22 H -0.738 -2.049 1.905
23 H 0.737 -1.851 1.935
24 C 0.144 -3.584 -3.789
25 C 0.212 -2.868 -2.458
26 C 1.675 -2.578 -2.079
27 O 1.671 -1.748 -0.908
28 C 2.900 -1.712 -0.233
29 N -0.503 -1.570 -2.445
30 H 0.623 -2.967 -4.550
31 H -0.877 -3.879 -4.028
32 H 0.611 -4.562 -3.671
33 H -0.140 -3.496 -1.640
34 H 2.405 -2.190 -2.789
35 H 2.174 -3.518 -1.842
36 H 3.578 -1.030 -0.744
37 H 3.570 -2.571 -0.211
38 H 2.743 -1.401 0.800
39 H -0.163 -1.189 -3.317
40 H -1.427 -1.813 -2.770
41 C -2.686 3.717 2.704
42 C -2.517 4.750 1.547
43 C -1.422 5.808 1.890
44 O -1.689 6.875 1.130
45 C -0.904 8.084 1.416
46 N -2.171 4.008 0.318
47 H -3.030 4.167 3.636
48 H -1.803 3.084 2.792
49 H -3.516 3.039 2.506
50 H -3.495 5.227 1.474
51 H -0.366 5.550 1.813
52 H -1.611 6.126 2.915
53 H -0.964 8.885 0.679
54 H 0.151 7.819 1.345
55 H -1.176 8.496 2.388
56 H -1.866 4.714 -0.336
57 H -1.279 3.618 0.587
58 C 3.212 -2.067 5.483
59 C 2.070 -1.254 4.803
60 C 1.632 -0.020 5.643
61 O 0.842 -0.395 6.782
62 C 0.651 0.496 7.837
63 N 2.467 -0.910 3.431
64 H 4.125 -1.474 5.535
65 H 3.575 -2.950 4.957
66 H 2.951 -2.384 6.493
67 H 1.268 -1.988 4.724
68 H 1.107 0.782 5.123
69 H 2.492 0.508 6.055
70 H 0.355 1.496 7.520
71 H 1.524 0.537 8.488
72 H -0.103 0.141 8.539
73 H 3.394 -0.510 3.438
74 H 1.861 -0.160 3.130
75 C -1.215 2.990 -3.067
76 C -0.550 1.649 -2.800
77 C 0.972 1.842 -2.810
78 O 1.610 0.575 -2.688
79 C 3.001 0.807 -2.822
80 N -1.023 1.204 -1.516
81 H -2.285 2.810 -2.965
82 H -1.038 3.374 -4.072
83 H -0.983 3.759 -2.331
84 H -0.729 0.961 -3.626
85 H 1.249 2.577 -2.054
86 H 1.264 2.380 -3.712
87 H 3.451 -0.148 -2.549
88 H 3.396 1.471 -2.053
89 H 3.406 0.991 -3.818
90 H -1.971 1.539 -1.604
91 H -0.749 1.958 -0.902
92 C -4.038 0.480 -0.090
93 C -3.537 -0.835 -0.731
94 C -3.570 -0.837 -2.240
95 O -2.967 -2.052 -2.749
96 C -3.498 -2.356 -4.061
97 N -2.273 -1.253 -0.182
98 H -3.283 1.130 0.352
99 H -4.740 0.181 0.688
100 H -4.532 1.068 -0.864
101 H -4.207 -1.662 -0.498
102 H -3.015 -0.012 -2.686
103 H -4.626 -0.713 -2.479
104 H -3.297 -1.479 -4.677
105 H -4.585 -2.409 -4.114
106 H -3.052 -3.251 -4.495
107 H -2.355 -2.259 -0.226
108 H -2.517 -1.178 0.796
109 C 4.831 5.130 -0.063
110 C 3.772 4.014 -0.053
111 C 4.388 2.727 0.450
112 O 5.514 2.300 -0.286
113 C 6.445 1.337 0.237
114 N 2.727 4.523 0.781
115 H 5.593 4.938 -0.818
116 H 5.361 5.224 0.885
117 H 4.342 6.079 -0.283
118 H 3.530 3.880 -1.108
119 H 3.675 1.902 0.443
120 H 4.668 2.855 1.496
121 H 7.196 1.053 -0.500
122 H 6.043 0.369 0.539
123 H 7.055 1.752 1.039
124 H 2.586 5.478 0.485
125 H 1.842 4.082 0.577
126 C -2.091 0.515 4.778
127 C -1.785 -0.832 4.048
128 C -2.099 -2.097 4.922
129 O -1.985 -3.428 4.271
130 C -2.097 -4.530 5.236
131 N -2.434 -0.841 2.727
132 H -1.654 1.326 4.196
133 H -1.625 0.478 5.763
134 H -3.152 0.666 4.977
135 H -0.728 -0.748 3.797
136 H -3.027 -1.955 5.475
137 H -1.283 -2.092 5.644
138 H -2.520 -5.384 4.708
139 H -2.723 -4.293 6.097
140 H -1.089 -4.792 5.557
141 H -2.468 0.115 2.402
142 H -3.389 -1.147 2.844
143 C -1.615 0.245 -6.388
144 C -0.761 -0.997 -6.289
145 C -0.081 -1.401 -7.649
146 O 0.600 -2.602 -7.422
147 C 0.938 -3.346 -8.626
148 N 0.246 -0.723 -5.262
149 H -1.028 1.019 -6.881
150 H -1.883 0.612 -5.397
151 H -2.516 0.075 -6.978
152 H -1.372 -1.820 -5.918
153 H 0.388 -0.549 -8.141
154 H -0.953 -1.563 -8.283
155 H 1.607 -2.688 -9.179
156 H 0.061 -3.514 -9.252
157 H 1.347 -4.344 -8.468
158 H 0.991 -1.398 -5.363
159 H 0.747 0.113 -5.526